Entry 1:
The molecule C22H26N4O2. Source: OMol25; level of theory: wB97M-V/def2-TZVPD.

For the frontier orbital gap, the calculation gives 8.384 eV. Its net charge is 0. The largest force on an atom comes out at 0.80 eV/Å. As for the SMILES: Cc1cc(=O)n2c3ccccc3n(C[C@@H](O)CN3CCC(C)CC3)c2c1C#N. For the energy, the calculation gives -1223.48007 a.u.

Cartesian coordinates (Å):
C -1.39179 5.75293 -1.73033
C -0.18876 4.87338 -1.61097
C 1.07328 5.36933 -1.74442
C 2.25651 4.57723 -1.62636
O 3.40658 4.95734 -1.73139
N 1.98621 3.21240 -1.36186
C 2.91665 2.19579 -1.19127
C 4.29961 2.19896 -1.21401
C 4.93371 0.98739 -0.99674
C 4.21424 -0.18077 -0.76553
C 2.82993 -0.18947 -0.74328
C 2.18817 1.01814 -0.96208
N 0.84551 1.33725 -1.01745
C -0.21085 0.39552 -0.76863
C -0.48024 0.21706 0.73878
O -0.97104 1.38421 1.33909
C -1.43286 -0.97698 0.93390
N -0.84563 -2.18466 0.38274
C -1.79325 -3.10005 -0.22741
C -2.63545 -3.87605 0.78980
C -1.72110 -4.66111 1.73185
C -2.52593 -5.41313 2.78716
C -0.73003 -3.69166 2.37828
C 0.02365 -2.89669 1.30524
C 0.73534 2.67660 -1.23337
C -0.39109 3.48596 -1.34852
C -1.69140 3.00406 -1.17695
N -2.77237 2.63719 -1.01880
H -1.10154 6.77674 -1.94830
H -1.96297 5.73605 -0.80233
H -2.04844 5.39302 -2.52206
H 1.23146 6.41700 -1.94492
H 4.84247 3.11156 -1.39241
H 6.01187 0.94936 -1.00502
H 4.74743 -1.10406 -0.59720
H 2.27689 -1.09681 -0.55887
H -1.11965 0.73284 -1.26913
H 0.07773 -0.57667 -1.17431
H 0.47216 0.02174 1.24376
H -1.82675 1.61016 0.94803
H -1.66715 -1.05197 2.00440
H -2.36246 -0.75570 0.40196
H -2.43548 -2.53350 -0.90552
H -1.21267 -3.80950 -0.82692
H -3.30921 -4.55466 0.26414
H -3.24359 -3.17735 1.36891
H -1.15598 -5.38872 1.13662
H -1.86477 -5.97404 3.44389
H -3.21576 -6.10964 2.31599
H -3.10253 -4.71772 3.39385
H -0.01151 -4.23793 2.99157
H -1.27200 -3.00575 3.03319
H 0.69676 -2.17729 1.77572
H 0.62813 -3.58732 0.70750

=====

Entry 2:
C25H14F6N5OPrS2Se as an isolated structure. Source: OMol25; level of theory: wB97M-V/def2-TZVPD.

For the frontier orbital gap (alpha / beta), the calculation gives 6.284 / 6.293 eV. As for the spin multiplicity: 3. Its net charge is 0. The largest force on an atom comes out at 0.97 eV/Å. For the energy, the calculation gives -5624.13855 a.u.

Cartesian coordinates (Å):
Pr 0.29781 -1.40066 0.57117
O 0.82749 -1.70965 2.74828
N 1.71399 -0.74147 2.99261
C 1.44754 0.13721 3.98136
C 2.28867 1.17634 4.26093
C 3.45100 1.32565 3.50075
C 3.71426 0.42529 2.49894
C 2.83491 -0.63015 2.21564
S 3.09652 -1.73236 0.92171
H 0.52055 -0.04809 4.50189
H 2.03470 1.86304 5.05415
H 4.12676 2.14816 3.69068
H 4.58673 0.50768 1.86872
F -4.43785 -2.64016 -2.25051
C -4.02047 -1.47283 -2.80108
F -4.58223 -0.47489 -2.11338
F -4.55956 -1.43762 -4.04282
C -2.52059 -1.40603 -2.87108
C -1.90718 -1.45276 -4.10536
C -0.52018 -1.46746 -4.19030
C 0.18670 -1.42733 -3.01100
N -0.38230 -1.38014 -1.80744
C -1.73687 -1.38263 -1.68909
S -2.41358 -1.41637 -0.11045
H -2.51360 -1.47275 -5.00086
H -0.01651 -1.50857 -5.14437
H 1.27198 -1.43047 -3.01388
F -1.76039 8.26654 0.13455
C -0.51941 7.87598 -0.23439
F 0.35418 8.60351 0.48779
F -0.37278 8.24929 -1.52634
C -0.32477 6.40321 -0.05798
C -1.16176 5.53399 -0.74809
C -1.00365 4.16845 -0.60812
C -0.00580 3.65161 0.22379
C 0.82489 4.54101 0.91177
C 0.66876 5.90855 0.77406
C 0.17634 2.24290 0.38185
C 0.37160 1.04816 0.54898
H -1.93603 5.93044 -1.39242
H -1.65509 3.48819 -1.14003
H 1.59645 4.14001 1.55548
H 1.31751 6.58681 1.31067
Se -2.14213 -5.36525 -2.10795
N -1.45059 -6.69581 -1.20168
C -0.57843 -6.16715 -0.36171
C 0.24604 -6.87707 0.54107
C 1.07945 -6.14356 1.32608
C 1.09275 -4.72643 1.26338
N 0.36976 -4.00976 0.43151
C -0.45406 -4.72163 -0.40250
N -1.20866 -4.13011 -1.30400
H 0.20542 -7.95706 0.58250
H 1.74099 -6.63016 2.02912
H 1.74074 -4.16560 1.92738

=====

Entry 3:
The molecule C11H16N2O5. Source: OMol25; level of theory: wB97M-V/def2-TZVPD.

For the frontier orbital gap, the calculation gives 9.557 eV. Its net charge is 0. The largest force on an atom comes out at 0.84 eV/Å. As for the SMILES: CCc1cn([C@H]2C[C@H](O)[C@@H](CO)O2)c(=O)[nH]c1=O. For the energy, the calculation gives -914.50930 a.u.

Cartesian coordinates (Å):
C 3.56412 -1.09552 1.29323
C 2.44458 -2.13663 1.36223
C 1.10510 -1.46618 1.34713
C 0.40748 -1.26094 0.21814
N -0.78591 -0.58075 0.14556
C -1.36148 -0.43358 -1.21309
C -2.28660 0.76581 -1.40961
C -1.34810 1.89736 -1.86915
O -1.87542 2.68957 -2.89033
C -0.05709 1.14913 -2.27883
C 1.16120 1.55905 -1.43825
O 2.30943 0.84441 -1.80666
O -0.32673 -0.24728 -2.13309
C -1.43509 -0.20277 1.30469
O -2.55191 0.26012 1.35232
N -0.70047 -0.39662 2.44942
C 0.55633 -0.97924 2.60435
O 1.06284 -1.06029 3.69966
H 3.47666 -0.49361 0.38949
H 4.53369 -1.58751 1.29182
H 3.51091 -0.43747 2.15601
H 2.54032 -2.70073 2.29126
H 2.52619 -2.82465 0.51773
H 0.76714 -1.62555 -0.73367
H -1.85370 -1.38241 -1.46419
H -2.98418 0.52918 -2.21569
H -2.85354 1.01496 -0.51946
H -1.13683 2.59425 -1.05432
H -2.11172 2.13553 -3.64287
H 0.17977 1.30766 -3.33790
H 1.37906 2.61425 -1.60584
H 0.93794 1.40849 -0.37147
H 2.06274 -0.08538 -1.89709
H -1.16055 -0.09690 3.30305

=====

Entry 4:
A 2-piece molecular cluster, ClHN2O2 overall. Source: OMol25; level of theory: wB97M-V/def2-TZVPD.

For the frontier orbital gap (alpha / beta), the calculation gives 7.521 / 7.701 eV. Its net charge is -2. The largest force on an atom comes out at 3.89 eV/Å. For the energy, the calculation gives -720.69808 a.u.

Cartesian coordinates (Å):
N 0.93193 -0.57897 -0.96843
N 1.69715 -0.81670 -2.09614
O -0.19996 -1.07755 -0.77472
O 2.72954 -0.00315 -2.18862
Cl -6.43790 2.31761 6.23319
H 1.27924 0.15875 -0.20528